# 1
{"formula": "C18H22N3O5PbS", "method": "ωB97M-V/def2-TZVPD", "symbols": ["Pb", "O", "C", "O", "C", "C", "C", "C", "C", "C", "N", "C", "C", "C", "C", "C", "C", "N", "H", "H", "H", "H", "H", "H", "H", "H", "H", "H", "C", "C", "C", "C", "N", "H", "H", "H", "H", "H", "H", "H", "H", "H", "C", "S", "O", "O", "O", "H", "H", "H"], "positions_angstrom": [[1.320231, -0.247912, -0.143416], [-3.009896, -6.113285, -3.275204], [-3.228166, -4.910611, -3.839983], [-3.937707, -4.812850, -4.797068], [-2.518527, -3.718083, -3.252207], [-1.822018, -3.731793, -2.052049], [-1.203048, -2.581476, -1.582914], [-1.298269, -1.406654, -2.312050], [-1.984186, -1.384537, -3.522981], [-2.594322, -2.534466, -3.984506], [-0.657488, -0.244543, -1.790222], [-1.245095, 0.875579, -1.879295], [-0.610882, 2.100081, -1.358740], [-1.228048, 3.324893, -1.517106], [-0.603333, 4.459349, -1.013739], [0.618248, 4.326197, -0.383156], [1.171504, 3.060861, -0.256709], [0.569218, 1.972710, -0.727146], [-2.353843, -6.059686, -2.572757], [-1.758713, -4.622063, -1.437854], [-0.693293, -2.599532, -0.628424], [-2.015803, -0.484480, -4.123054], [-3.133568, -2.541555, -4.921183], [-2.239606, 0.984950, -2.308866], [-2.185372, 3.382011, -2.015970], [-1.067785, 5.430531, -1.116284], [1.143532, 5.180745, 0.017871], [2.126875, 2.899944, 0.227984], [3.508342, -0.872093, 2.914837], [3.649616, 0.498680, 2.325217], [4.948823, 1.196595, 2.558798], [2.103822, 1.756757, 2.776356], [2.715597, 1.026625, 1.572647], [3.942970, -0.950586, 3.910398], [4.081142, -1.549874, 2.270421], [2.467587, -1.187980, 2.909771], [5.311723, 1.092033, 3.580809], [4.896123, 2.238070, 2.254233], [5.670495, 0.687769, 1.909761], [2.559000, 1.471579, 3.738112], [1.056370, 1.477091, 2.836086], [2.233651, 2.835913, 2.703880], [-2.244480, -0.326497, 3.014007], [-1.501414, 0.412240, 1.603658], [-1.085813, 1.752078, 1.954911], [-2.414191, 0.293777, 0.496705], [-0.265282, -0.467367, 1.375916], [-3.133536, 0.256183, 3.244865], [-1.545621, -0.294938, 3.845581], [-2.515563, -1.350382, 2.770062]], "forces_ev_per_angstrom": [[0.47, 0.02, 0.08], [-0.03, 0.03, 0.03], [0.20, -0.01, -0.13], [-0.10, 0.00, 0.05], [-0.12, 0.02, -0.10], [0.06, 0.08, 0.09], [-0.12, -0.19, -0.04], [0.17, 0.23, 0.14], [0.03, -0.05, -0.06], [0.05, -0.05, 0.09], [-0.26, 0.00, -0.24], [0.09, -0.03, 0.06], [-0.02, -0.06, 0.03], [0.06, 0.01, 0.05], [-0.03, -0.01, -0.01], [0.02, -0.02, 0.00], [0.06, 0.03, -0.02], [-0.06, -0.01, 0.02], [0.00, -0.02, 0.02], [-0.02, -0.01, 0.00], [0.01, 0.06, 0.02], [0.01, 0.03, 0.03], [-0.01, -0.01, 0.00], [0.01, -0.02, -0.04], [0.00, 0.01, 0.00], [0.00, 0.00, 0.00], [-0.01, 0.01, -0.01], [-0.05, 0.01, 0.04], [0.14, -0.14, -0.32], [0.42, -0.51, -0.08], [-0.08, 0.11, 0.20], [0.01, 0.48, 0.17], [-0.53, -0.11, -0.13], [0.02, 0.04, -0.02], [0.00, -0.05, 0.02], [-0.01, 0.02, 0.04], [0.02, -0.01, -0.01], [0.00, 0.01, 0.01], [0.00, -0.01, -0.01], [-0.19, 0.05, 0.04], [-0.06, 0.03, -0.08], [-0.02, 0.01, -0.15], [-0.04, -0.08, 0.07], [0.18, 0.13, 0.05], [0.05, -0.09, -0.03], [-0.11, -0.01, -0.01], [-0.20, 0.06, 0.14], [0.00, 0.00, -0.01], [0.02, 0.01, -0.01], [0.00, 0.00, 0.00]], "lowdin_charge": [1.391, 0.134, -0.473, 0.139, -0.116, -0.005, -0.014, -0.254, 0.004, 0.016, -0.006, -0.088, -0.252, 0.026, -0.006, -0.010, -0.109, -0.015, 0.091, 0.117, 0.094, 0.120, 0.130, 0.148, 0.131, 0.125, 0.120, 0.096, -0.006, -0.450, -0.002, -0.056, -0.189, 0.101, 0.111, 0.085, 0.099, 0.096, 0.114, 0.104, 0.063, 0.093, -0.128, 0.422, -0.322, -0.301, -0.593, 0.079, 0.072, 0.075], "de_lowest_ev": 1.171, "spin_multiplicity": 1, "energy_ha": -1830.38455, "total_charge": 1}



# 2
{"formula": "C18H22N3O9P2S3Tc", "method": "ωB97M-V/def2-TZVPD", "symbols": ["Tc", "O", "C", "N", "C", "O", "C", "C", "C", "C", "C", "N", "C", "C", "C", "C", "C", "N", "H", "H", "H", "H", "H", "H", "H", "H", "C", "C", "S", "C", "C", "S", "C", "C", "S", "H", "H", "H", "H", "H", "H", "H", "H", "H", "H", "H", "H", "O", "P", "O", "O", "O", "P", "O", "O", "O", "H", "H"], "positions_angstrom": [[0.123400, -0.302700, -0.326400], [0.616100, 2.686100, 2.435100], [0.654900, 1.675400, 1.786000], [-0.293500, 1.212500, 0.888800], [-1.610000, 1.642700, 1.009700], [-2.032300, 2.455300, 1.783700], [-2.478400, 0.902000, 0.025900], [-3.860300, 0.946000, 0.117000], [-4.609400, 0.206800, -0.785700], [-3.949200, -0.497500, -1.777600], [-2.564200, -0.486900, -1.804000], [-1.845300, 0.178500, -0.910500], [1.808200, 0.702800, 1.850600], [2.822900, 0.865200, 2.781200], [3.828100, -0.089100, 2.846100], [3.761200, -1.180900, 1.991700], [2.718000, -1.265600, 1.077400], [1.779300, -0.331700, 0.999200], [-4.316300, 1.518800, 0.909200], [-5.684500, 0.178200, -0.715600], [-4.488100, -1.092300, -2.496100], [-2.017500, -1.032700, -2.559000], [2.799900, 1.732800, 3.420800], [4.640100, 0.019900, 3.550000], [4.507200, -1.959500, 2.028800], [2.630000, -2.098200, 0.390900], [1.416300, 0.762000, -4.400000], [2.335100, 0.255000, -3.311200], [2.116900, 0.933500, -1.621100], [2.227300, 2.773900, -1.728000], [1.079000, 3.570600, -2.320200], [-0.552000, 3.007400, -1.695500], [-1.564600, 2.983300, -3.215500], [-1.054400, 2.176500, -4.405100], [-0.357500, 0.528000, -4.004300], [1.614900, 0.186100, -5.307000], [1.596400, 1.813600, -4.607100], [3.375400, 0.437100, -3.588000], [2.186900, -0.814700, -3.150600], [3.152500, 2.994200, -2.260300], [2.358300, 3.035300, -0.676900], [1.068300, 3.524200, -3.404600], [1.196000, 4.613000, -2.015400], [-1.723900, 4.016500, -3.528600], [-2.513500, 2.582900, -2.860200], [-0.306400, 2.723500, -4.975700], [-1.901000, 1.985000, -5.066000], [-1.649600, -3.787300, 1.566600], [-1.961600, -2.566000, 0.646900], [-3.305600, -2.004800, 0.706900], [-0.816800, -1.542900, 0.902000], [-1.615800, -3.087500, -0.867400], [-0.022600, -3.306200, -1.125700], [-0.001700, -4.141100, -2.461200], [0.611100, -3.952800, 0.036600], [0.507700, -1.925700, -1.526900], [-0.747200, -4.105600, 1.384100], [-0.074000, -5.082000, -2.298500]], "forces_ev_per_angstrom": [[-0.39, 0.70, 0.84], [0.04, -0.42, -0.30], [1.02, 0.27, 0.45], [0.54, -1.02, -0.81], [-1.29, 0.12, -0.16], [0.15, -0.35, -0.25], [-0.72, 0.34, 0.21], [0.42, 0.07, -0.08], [0.22, 0.03, -0.20], [0.05, 0.22, 0.14], [-0.32, -0.27, -0.58], [-0.03, 0.00, 0.32], [0.39, 0.28, 0.54], [-0.22, -0.01, -0.35], [-0.16, -0.10, -0.22], [-0.09, 0.20, 0.01], [0.40, -0.41, -0.03], [-0.52, -0.14, 0.42], [0.03, 0.08, 0.05], [-0.12, 0.00, 0.03], [-0.02, -0.03, -0.12], [-0.01, -0.09, 0.11], [-0.04, 0.07, 0.09], [0.02, -0.05, 0.05], [0.00, -0.07, -0.06], [-0.02, -0.04, 0.04], [-0.53, -0.13, 0.01], [-0.06, 0.18, 0.38], [-0.11, -0.21, -0.50], [-0.28, -0.50, 0.16], [-0.74, -0.12, 0.24], [0.25, 0.22, -0.67], [0.34, 0.16, 0.37], [0.04, -0.46, 0.18], [0.25, 0.37, -0.23], [0.13, 0.15, 0.05], [0.00, 0.00, -0.08], [-0.02, -0.09, 0.07], [0.11, 0.01, 0.01], [0.10, -0.09, 0.11], [0.11, 0.07, -0.02], [0.02, 0.02, -0.03], [0.14, -0.06, -0.15], [-0.16, -0.06, -0.02], [-0.09, 0.03, -0.01], [-0.03, -0.01, -0.04], [0.09, 0.13, -0.08], [-0.34, 0.10, 0.21], [-1.16, -0.12, -0.30], [0.05, -0.41, 0.22], [1.58, 1.04, -0.30], [0.69, -0.03, 0.27], [-0.72, -1.10, -0.14], [0.11, 0.57, -0.10], [0.16, -0.03, -0.05], [0.44, 1.65, 0.32], [0.28, -0.18, -0.03], [0.01, -0.47, 0.01]], "mulliken_spin": [0.973, -0.005, 0.009, -0.042, -0.008, -0.007, 0.025, -0.002, 0.002, 0.000, -0.001, 0.000, -0.003, -0.002, 0.002, -0.002, 0.016, -0.008, 0.000, 0.000, 0.000, -0.001, 0.000, 0.000, 0.000, -0.003, -0.002, -0.001, -0.011, 0.006, -0.001, 0.006, 0.001, 0.000, 0.005, 0.000, 0.000, -0.001, 0.001, 0.000, -0.001, 0.000, 0.001, 0.001, -0.001, 0.000, 0.000, -0.001, 0.005, 0.003, 0.000, 0.000, 0.008, 0.000, 0.001, 0.040, 0.000, 0.000], "spin_multiplicity": 2, "energy_ha": -3498.73382, "total_charge": 1}



# 3
{"formula": "C18H23BBe3F10NO16P", "method": "ωB97M-V/def2-TZVPD", "symbols": ["O", "C", "O", "O", "C", "F", "F", "C", "C", "C", "C", "C", "C", "F", "F", "F", "C", "H", "H", "H", "H", "H", "B", "F", "F", "F", "F", "Be", "C", "O", "P", "O", "O", "C", "O", "C", "H", "H", "H", "H", "H", "H", "H", "H", "H", "N", "O", "O", "O", "F", "Be", "C", "O", "O", "O", "O", "C", "O", "C", "C", "C", "H", "H", "H", "H", "H", "H", "Be", "C", "O", "H", "H", "H"], "positions_angstrom": [[-3.188020, -0.006843, 3.149801], [-2.622136, 0.940654, 2.738153], [-2.006858, 0.736608, 1.595643], [-2.531688, 2.140597, 3.168990], [-2.932673, 2.923890, 2.114056], [-3.220824, 4.097565, 2.574981], [-4.018775, 2.409352, 1.544713], [-1.784827, 3.048916, 1.156505], [-1.966239, 2.671396, -0.062393], [-0.934363, 2.720565, -0.986980], [0.270586, 3.165690, -0.523444], [0.423503, 3.533279, 0.734152], [1.739786, 3.957284, 1.262771], [1.608413, 5.032268, 2.001655], [2.202325, 3.012010, 2.030713], [2.586854, 4.181123, 0.312658], [-0.609555, 3.481008, 1.619546], [-1.180493, 0.194666, 1.722420], [-2.920306, 2.279625, -0.346865], [-1.063441, 2.395151, -1.990075], [1.106370, 3.192032, -1.182245], [-0.492110, 3.740957, 2.647882], [-0.164443, 2.200693, 5.309339], [-0.517782, 3.544397, 5.457516], [-1.124923, 1.375784, 5.896421], [-0.138723, 1.917974, 3.915670], [1.078583, 1.961401, 5.850148], [-3.673732, -0.264299, 1.140708], [0.471037, 0.317853, -5.945405], [0.377054, -0.867723, -5.147351], [-0.997125, -1.020731, -4.198701], [-0.677694, 0.123765, -3.228292], [-0.419004, -2.393573, -3.444190], [1.017237, -2.532399, -3.135928], [-2.439518, -1.360793, -3.314431], [-3.703765, -1.809650, -3.893889], [1.288109, 0.182974, -6.649646], [-0.450630, 0.486131, -6.503152], [0.683872, 1.180160, -5.314983], [1.470852, -1.572308, -2.902846], [1.517875, -2.992025, -3.980801], [1.107493, -3.190262, -2.274492], [-3.659578, -2.743071, -4.454953], [-4.106536, -1.031645, -4.536500], [-4.355465, -1.947950, -3.043164], [3.016183, 0.931012, -0.464804], [3.551987, 1.860270, -1.071040], [1.803438, 0.692559, -0.705599], [3.624628, 0.241541, 0.336112], [-0.920819, 0.680579, -0.218271], [-2.220459, 1.382599, -0.199123], [0.748201, -2.210061, -0.285821], [1.846745, -2.121226, -0.814673], [0.388282, -1.565439, 0.736250], [-0.206459, -2.960475, -0.695737], [1.686769, -3.714364, 1.982154], [2.827185, -3.769047, 2.319178], [3.246161, -4.497218, 3.378473], [4.651824, -4.273720, 3.602751], [5.196289, -3.781870, 2.267213], [3.995161, -3.028670, 1.693863], [4.761692, -3.531671, 4.395286], [5.116307, -5.201931, 3.924818], [6.093798, -3.175869, 2.365297], [5.435220, -4.633335, 1.628324], [3.967496, -1.988732, 2.020151], [3.953336, -3.082473, 0.611775], [-1.090350, -1.535171, -1.866702], [-4.500513, 0.011909, -1.215166], [-4.072602, 1.029300, -1.891646], [-4.188507, -0.999599, -1.586700], [-4.157966, -0.078873, -0.021366], [-5.601752, -0.092520, -1.108713]], "forces_ev_per_angstrom": [[-3.28, -2.49, 0.92], [1.42, 0.59, 2.41], [-0.11, -1.84, -1.99], [-1.71, -0.21, 2.00], [2.80, 3.05, -0.41], [-0.77, 0.97, 0.85], [-1.76, -1.12, -0.76], [-1.69, 1.77, 4.22], [0.94, 12.92, -4.20], [-0.40, 1.20, -0.82], [0.26, -0.59, -3.13], [0.31, 0.73, 2.10], [-0.20, -0.56, 0.22], [-0.21, 1.66, 0.78], [0.67, -1.35, 0.97], [1.27, 0.67, -1.42], [0.50, 0.61, 1.21], [0.65, -0.23, -0.81], [-4.13, 4.67, -1.33], [-0.01, -0.30, -0.71], [0.51, -0.11, -0.50], [0.17, 0.14, 0.60], [0.36, 0.12, 0.74], [-0.28, 0.34, -0.20], [-0.52, -0.25, -0.09], [-0.04, -0.46, -1.02], [0.26, -0.07, 0.03], [2.37, -0.92, 3.96], [0.18, 0.22, -0.05], [-1.72, -0.51, -1.05], [3.87, 0.66, 1.81], [-0.75, -0.66, 1.04], [-0.24, 0.69, 0.91], [0.72, -0.87, -0.99], [-1.71, -0.79, -0.19], [0.35, 0.11, 0.30], [-0.02, -0.13, 0.04], [0.03, 0.04, -0.06], [-0.05, -0.03, 0.09], [-0.24, 0.17, -0.10], [-0.10, 0.13, -0.30], [-0.33, 0.12, -0.75], [0.46, -0.02, 0.16], [0.07, 0.16, 0.04], [-0.30, -0.21, -0.15], [-0.36, -0.10, -0.43], [0.41, 0.60, -0.29], [-0.46, 0.04, 0.06], [0.28, -0.27, 0.49], [-0.80, -3.01, -1.83], [4.40, -17.00, -1.52], [0.10, 1.08, 2.32], [1.11, 0.08, 0.53], [0.19, 1.33, 1.02], [-3.67, 0.32, -3.30], [-0.53, -0.47, 0.04], [0.31, 0.69, -0.35], [0.23, -0.21, 0.23], [0.15, 0.03, -0.09], [-0.08, 0.14, -0.05], [0.42, -0.55, 0.22], [-0.03, 0.05, -0.01], [-0.18, -0.11, 0.08], [0.00, 0.04, 0.09], [0.02, -0.04, 0.02], [-0.11, 0.06, -0.16], [-0.25, 0.28, -0.04], [1.56, -1.59, -0.96], [-1.67, 0.44, -5.67], [0.68, -0.96, 2.74], [0.78, 0.47, 1.11], [-0.27, 0.13, 0.57], [0.13, 0.52, 0.81]], "lowdin_charge": [0.299, -0.598, 0.105, 0.290, -0.528, 0.279, 0.199, -0.087, -0.218, 0.097, 0.067, -0.029, -0.685, 0.204, 0.235, 0.214, 0.133, 0.232, 0.126, 0.142, 0.142, 0.156, -1.284, 0.105, 0.105, 0.083, 0.140, 0.874, -0.109, -0.272, 0.689, -0.255, -0.269, -0.048, -0.343, -0.062, 0.092, 0.079, 0.088, 0.101, 0.103, 0.079, 0.098, 0.098, 0.061, -0.609, -0.014, -0.036, 0.032, -0.188, 0.215, -0.964, 0.092, 0.093, 0.007, 0.133, -0.475, 0.025, -0.158, -0.154, -0.065, 0.125, 0.118, 0.114, 0.113, 0.133, 0.118, 0.685, -0.336, -0.094, 0.070, -0.028, 0.122], "spin_multiplicity": 1, "energy_ha": -3366.90473, "total_charge": 0}